Entry 1:
Here is a structure of composition C2H14O4S from the OMol25 dataset. Energies are from ωB97M-V/def2-TZVPD.

Its relative energy (zero: lowest compared OMol25 entry of this formula, charge and spin) is 218.2 kJ/mol. Its multiplicity is 2. The value obtained for the electronic energy is -783.62692 Ha. The total charge is -1. The calculation puts the frontier orbital gap (spin up / spin down) at 7.5049 / 4.8968 eV.

CARTESIAN COORDINATES (ANGSTROEM)
C  -1.31893  -0.87175  -1.17498
S  -2.34196  -0.59557  0.28828
C  -1.66669  1.06462  0.65639
H  -1.87666  -1.45342  -1.89532
H  -0.36122  -1.35207  -0.95621
H  -1.05402  0.07418  -1.63248
H  -0.60065  0.91643  0.74574
H  -1.86321  1.70898  -0.20394
H  -2.08750  1.44662  1.58249
H  0.15893  3.04224  -1.52967
H  2.57692  0.77600  0.43287
O  2.74298  1.18912  -0.45579
H  1.87146  1.58228  -0.61161
H  1.87583  -0.19031  2.69741
O  1.87468  -0.17135  1.73945
H  1.89326  -0.80679  -2.22886
H  1.33946  -0.95978  -2.70987
O  0.24306  2.09155  -1.32187
H  1.56192  -2.94007  0.64738
H  1.66991  -1.25113  1.03326
O  1.49628  -2.06311  0.26719

***

Entry 2:
Here is a structure of composition C20H27N2O6SV from the OMol25 dataset. Energies are from ωB97M-V/def2-TZVPD.

Its relative energy (zero: lowest compared OMol25 entry of this formula, charge and spin) is 0.0 kJ/mol. Its multiplicity is 3. The value obtained for the electronic energy is -2680.96083 Ha. The total charge is +2. The calculation puts the frontier orbital gap (spin up / spin down) at 8.5396 / 8.6847 eV.

CARTESIAN COORDINATES (ANGSTROEM)
V  0.43242  -0.90858  0.25166
C  -1.62610  1.16933  -0.21725
C  -2.33424  0.36196  0.85061
O  -1.63152  -0.89014  0.94717
C  -1.96911  -1.68299  2.09585
C  -0.99251  -2.83925  2.08864
O  0.33444  -2.34071  1.82951
C  1.21585  -2.05115  2.92763
C  1.05980  -0.59888  3.31621
O  1.03464  0.13292  2.07654
C  0.60872  1.49904  2.21984
C  0.45852  2.05258  0.81897
O  -0.19426  1.07632  -0.01323
H  -1.93195  2.21457  -0.20281
H  -1.79694  0.75539  -1.20714
H  -3.37640  0.18456  0.57873
H  -2.30627  0.85782  1.82537
H  -2.99839  -2.03827  2.01443
H  -1.87991  -1.06786  2.99620
H  -1.20872  -3.52475  1.26883
H  -1.00802  -3.38893  3.02945
H  2.21986  -2.25308  2.55461
H  1.01197  -2.72010  3.76338
H  1.89471  -0.25709  3.93030
H  0.12632  -0.41499  3.85468
H  1.35406  2.06367  2.78358
H  -0.33514  1.51741  2.77176
H  1.42586  2.23620  0.35473
H  -0.10708  2.98406  0.82032
C  -3.54178  -7.09635  -1.44513
C  -2.60644  -5.93131  -1.56342
C  -1.27783  -6.12577  -1.95011
C  -0.40363  -5.06360  -2.06385
C  -0.85944  -3.78220  -1.77156
C  -2.17747  -3.55429  -1.39253
C  -3.03978  -4.63364  -1.29108
S  0.24102  -2.44952  -1.97575
O  0.83479  -2.43226  -3.26542
O  -0.50987  -1.20904  -1.54274
N  1.28637  -2.50965  -0.74766
C  2.49927  -1.82335  -0.96642
C  3.61935  -2.26460  -1.64573
C  4.71680  -1.42071  -1.65281
C  4.66860  -0.19848  -0.98185
C  3.50961  0.16259  -0.33328
N  2.43447  -0.63857  -0.34849
H  -3.33127  -7.84638  -2.20553
H  -4.57932  -6.78319  -1.54415
H  -3.42744  -7.57614  -0.47101
H  -0.93248  -7.12508  -2.18103
H  0.61688  -5.22777  -2.38542
H  -2.52614  -2.54709  -1.21094
H  -4.07472  -4.46591  -1.02098
H  3.61966  -3.22435  -2.14042
H  5.61924  -1.71516  -2.17162
H  5.52196  0.46326  -0.96803
H  3.42405  1.09812  0.20342

***

Entry 3:
Here is the molecule C20H20N2O5S2 in a non-equilibrium geometry from the OMol25 dataset. Energies are from ωB97M-V/def2-TZVPD.

Its relative energy (zero: lowest compared OMol25 entry of this formula, charge and spin) is 54.3 kJ/mol. The value obtained for the electronic energy is -2056.19218 Ha. The SMILES is CCOc1ccc(NS(=O)(=O)c2ccc(NS(=O)(=O)c3ccccc3)cc2)cc1. The calculation puts the frontier orbital gap at 8.2053 eV.

CARTESIAN COORDINATES (ANGSTROEM)
C  -0.81566  -3.44965  0.24189
C  0.48916  -4.22921  0.11718
O  1.42803  -3.61035  -0.74067
C  2.17693  -2.56657  -0.30230
C  2.15277  -2.02406  0.97771
C  2.99667  -0.97498  1.30284
C  3.88178  -0.45500  0.36969
C  3.90855  -0.99584  -0.91298
C  3.06619  -2.03394  -1.24091
H  3.07816  -2.46438  -2.22947
H  4.59107  -0.58128  -1.63683
N  4.72612  0.62720  0.67459
S  4.50568  2.02905  -0.23708
O  5.10036  3.08334  0.53027
O  4.96038  1.80310  -1.57227
C  2.72446  2.15178  -0.20426
C  1.97993  1.52944  -1.18808
C  0.61175  1.40659  -1.03787
C  -0.00407  1.89309  0.11433
C  0.75571  2.55284  1.08167
C  2.12261  2.67319  0.92412
H  2.73526  3.16304  1.66501
H  0.27149  2.95104  1.96187
N  -1.38262  1.74425  0.28700
S  -2.11857  0.21325  0.13755
O  -2.00418  -0.45955  1.40051
O  -1.62056  -0.43489  -1.03157
C  -3.80098  0.74467  -0.11957
C  -4.16771  1.16643  -1.38221
C  -5.46317  1.60903  -1.59217
C  -6.36644  1.62343  -0.53972
C  -5.98499  1.19427  0.72212
C  -4.68967  0.75089  0.93688
H  -4.35829  0.39740  1.90051
H  -6.69445  1.20312  1.53527
H  -7.37622  1.96758  -0.70541
H  -5.76901  1.93994  -2.57267
H  -3.43926  1.13028  -2.17581
H  -1.70588  2.15798  1.15191
H  0.01974  0.90232  -1.78178
H  2.48342  1.15035  -2.06189
H  4.75211  0.86464  1.65560
H  2.96634  -0.56008  2.30101
H  1.47814  -2.39642  1.73164
H  0.29523  -5.19534  -0.35951
H  0.93276  -4.41627  1.10328
H  -1.20341  -3.21990  -0.74697
H  -0.67940  -2.50844  0.76697
H  -1.54628  -4.04741  0.78056

***

Entry 4:
Here is a cluster of 2 separate species, C5H8N5O3 in total in a non-equilibrium geometry from the OMol25 dataset. Energies are from ωB97M-V/def2-TZVPD.

Its relative energy (zero: lowest compared OMol25 entry of this formula, charge and spin) is 388.3 kJ/mol. The value obtained for the electronic energy is -694.34385 Ha. The total charge is +1. The calculation puts the frontier orbital gap (spin up / spin down) at 6.8459 / 7.5186 eV.

CARTESIAN COORDINATES (ANGSTROEM)
C  2.80515  -1.61114  -0.72545
C  2.30987  -0.30413  -0.92869
C  1.99023  -2.18838  0.25759
C  1.32343  -0.11843  0.07865
C  -2.14221  0.15445  -0.07433
N  -3.44379  0.48021  -0.38322
N  -1.86537  -0.70707  0.88875
N  0.63630  0.88749  0.54011
N  0.88386  2.26491  0.56249
N  -1.13990  0.75351  -0.68572
O  1.83582  2.45528  1.29787
O  0.04552  2.98947  0.06806
O  1.06379  -1.31776  0.76059
H  3.58741  -2.20406  -1.29338
H  2.48898  0.48959  -1.65854
H  1.97600  -3.13599  0.88978
H  -4.18817  0.50598  0.28714
H  -3.54389  1.02857  -1.22223
H  -2.49082  -1.23137  1.42593
H  -0.93838  -0.78456  1.24780
H  -1.19385  1.59342  -1.33320

***

Entry 5:
Here is a structure of composition C26H24BrCl3N3O9P2V in a non-equilibrium geometry from the OMol25 dataset. Energies are from ωB97M-V/def2-TZVPD.

Its multiplicity is 3. The value obtained for the electronic energy is -7428.35401 Ha. The calculation puts the frontier orbital gap (spin up / spin down) at 6.9674 / 7.2195 eV.

CARTESIAN COORDINATES (ANGSTROEM)
V  0.47408  -0.88101  -0.49327
Cl  1.04613  -5.88819  4.49920
C  1.16990  -4.86992  3.09207
C  2.42620  -4.45845  2.64925
C  2.54526  -3.65879  1.53441
C  1.40855  -3.22291  0.83113
O  1.53656  -2.48880  -0.24669
C  0.14042  -3.65068  1.30032
C  -1.05334  -3.30415  0.57369
N  -1.06773  -2.35445  -0.28120
C  -2.14679  -2.07124  -1.13460
C  -3.46718  -2.38092  -0.96537
C  -4.40499  -2.07908  -1.97779
C  -4.01616  -1.50675  -3.15488
C  -2.65710  -1.15698  -3.35454
C  -2.15294  -0.59313  -4.54828
C  -0.82759  -0.28394  -4.64830
C  -0.00091  -0.46924  -3.52420
N  -0.44307  -0.99025  -2.40400
C  -1.74812  -1.38310  -2.31272
C  0.03722  -4.48351  2.42006
H  3.30791  -4.77519  3.19065
H  3.51623  -3.33634  1.18386
H  -1.94046  -3.91812  0.73754
H  -3.80307  -2.86215  -0.05594
H  -5.44501  -2.32408  -1.81066
H  -4.73372  -1.30630  -3.94004
H  -2.83008  -0.41322  -5.37433
H  -0.40780  0.14526  -5.54552
H  1.03489  -0.15345  -3.52572
H  -0.93582  -4.81067  2.76383
N  2.98987  3.20862  0.40371
C  3.26676  1.73124  0.58531
C  4.63769  1.52789  1.21593
P  1.84903  1.13684  1.64320
O  2.39157  1.20394  3.15673
O  0.84464  2.21990  1.44426
O  1.59799  -0.30973  1.32346
P  3.19269  1.05604  -1.16744
O  4.53363  0.18839  -1.31881
O  3.25858  2.26762  -2.02588
O  2.06395  0.06871  -1.31315
H  1.98417  3.31169  0.69516
H  3.11281  3.40645  -0.60904
H  3.59997  3.78507  0.97737
H  4.69599  2.05326  2.17125
H  5.44314  1.85859  0.55908
H  4.79139  0.46830  1.41482
H  2.50507  0.31592  3.51505
H  4.33264  -0.74960  -1.21014
Cl  -0.12713  2.60742  -1.72463
C  0.45690  3.56905  -3.07895
Cl  -0.47503  3.29890  -4.57011
H  1.48972  3.29397  -3.26661
H  0.35884  4.61892  -2.82900
Br  -3.67078  1.38440  -0.72278
C  -3.17121  2.05730  0.98727
C  -3.84865  3.19247  1.41408
C  -3.58720  3.71947  2.66685
C  -2.66476  3.09994  3.49944
C  -2.01006  1.96288  3.06722
C  -2.23622  1.43177  1.79963
C  -1.45177  0.20347  1.42799
O  -1.28631  -0.69420  2.23536
O  -0.98515  0.21354  0.21658
H  -4.58065  3.65002  0.76354
H  -4.11383  4.60711  2.99246
H  -2.45978  3.50196  4.48270
H  -1.29002  1.46226  3.70013